The following is a quantum chemistry calculation of a structure of composition C36H51B2Cl2N3O2P2Sc at a distorted geometry, from the OMol25 dataset.

CARTESIAN COORDINATES (ANGSTROEM)
Sc 1.001 0.925 -0.126
C -1.705 -5.152 -1.274
C -2.179 -3.683 -1.287
C -3.095 -3.415 -2.527
C -3.133 -3.448 -0.068
P -0.731 -2.408 -1.221
C 0.375 -3.207 0.137
N 0.288 -2.391 1.299
B 0.378 -0.915 1.292
N 0.012 -0.593 2.688
C -0.272 0.707 3.181
P -0.819 1.728 1.661
C -0.665 3.583 2.225
C 0.849 3.938 2.030
C -1.037 3.876 3.702
C -1.477 4.533 1.295
C -2.817 1.310 1.764
C -3.121 -0.178 2.060
C -3.557 2.156 2.838
C -3.351 1.643 0.360
C -0.325 -1.742 3.423
C -0.882 -1.863 4.703
C -1.267 -3.151 5.097
C -1.042 -4.248 4.278
C -0.439 -4.139 3.009
C -0.153 -2.871 2.557
C 0.378 -2.597 -2.797
C -0.308 -1.724 -3.907
C 1.793 -2.048 -2.438
C 0.516 -4.041 -3.357
H -2.601 -5.814 -1.379
H -1.135 -5.413 -0.350
H -1.047 -5.406 -2.128
H -3.936 -4.161 -2.558
H -2.553 -3.504 -3.484
H -3.546 -2.408 -2.488
H -4.066 -4.053 -0.178
H -3.439 -2.378 -0.017
H -2.652 -3.675 0.904
H 1.426 -3.199 -0.227
H 0.118 -4.251 0.378
H 0.619 1.201 3.620
H -1.062 0.694 3.934
H 1.512 3.270 2.563
H 1.076 4.974 2.342
H 1.128 3.887 0.964
H -0.533 3.220 4.423
H -2.110 3.744 3.884
H -0.766 4.908 3.961
H -1.257 4.369 0.228
H -1.224 5.604 1.493
H -2.571 4.406 1.396
H -2.986 -0.457 3.120
H -2.522 -0.879 1.444
H -4.196 -0.378 1.810
H -3.203 2.005 3.873
H -4.652 1.904 2.838
H -3.475 3.244 2.636
H -2.818 1.075 -0.425
H -3.299 2.705 0.103
H -4.442 1.345 0.326
H -1.024 -1.010 5.386
H -1.784 -3.281 6.043
H -1.304 -5.242 4.624
H -0.255 -5.031 2.405
H -0.665 -0.747 -3.534
H -1.198 -2.227 -4.389
H 0.448 -1.509 -4.713
H 1.761 -1.140 -1.799
H 2.305 -1.691 -3.363
H 2.418 -2.828 -1.947
H -0.431 -4.427 -3.731
H 0.932 -4.764 -2.618
H 1.273 -3.978 -4.185
Cl 2.835 1.439 -2.743
C 1.403 2.016 -3.619
C 1.410 2.403 -4.955
C 0.218 2.795 -5.555
C -1.018 2.808 -4.893
C -1.073 2.372 -3.584
Cl -2.607 2.219 -2.773
C 0.146 1.978 -2.874
N 0.083 1.541 -1.624
H 2.345 2.455 -5.527
H 0.249 3.136 -6.579
H -1.918 3.152 -5.381
O 3.958 3.238 0.112
B 3.341 1.947 0.075
O 4.431 0.943 0.125
C 5.651 1.625 0.012
C 6.918 1.088 -0.174
C 7.946 2.090 -0.292
C 7.703 3.444 -0.245
C 6.370 3.999 -0.139
C 5.371 3.052 0.010
H 7.121 0.033 -0.268
H 8.935 1.702 -0.417
H 8.501 4.169 -0.279
H 6.211 5.064 -0.198

As for the largest force on an atom: 0.0536 Eh/bohr. Its spin multiplicity is 1. Its charge is -1. The highest occupied orbital energy is -3.775 eV. Its LUMO energy is 2.48 eV. As for the electronic energy: -4130.78042 hartree.

=====

The following is a quantum chemistry calculation of a cluster of 11 separate species, C36H51Br8N7 in total at a distorted geometry, from the OMol25 dataset.

CARTESIAN COORDINATES (ANGSTROEM)
C 0.382 -0.046 -1.296
C -0.276 1.182 -1.368
C -1.104 1.146 -2.452
N -0.748 0.037 -3.242
C 0.116 -0.720 -2.503
H 1.018 -0.239 -0.444
H -0.269 2.015 -0.680
H -1.802 1.868 -2.848
H -1.185 -0.246 -4.107
H 0.500 -1.651 -2.891
C -8.544 0.162 -1.432
C -8.072 0.837 -2.585
C -8.923 1.899 -2.845
N -9.879 1.938 -1.865
C -9.620 0.892 -1.034
H -8.220 -0.807 -1.083
H -7.278 0.558 -3.262
H -8.942 2.694 -3.576
H -10.599 2.641 -1.779
H -10.260 0.735 -0.178
C 8.059 -3.305 2.254
C 8.436 -3.377 3.609
C 7.270 -3.332 4.300
N 6.195 -3.266 3.452
C 6.699 -3.132 2.193
H 8.771 -3.379 1.445
H 9.404 -3.417 4.085
H 7.236 -3.406 5.377
H 5.244 -3.213 3.789
H 5.970 -2.905 1.429
C -1.777 -2.218 -9.094
C -2.466 -2.765 -8.032
C -3.725 -2.107 -8.095
N -3.787 -1.326 -9.189
C -2.564 -1.318 -9.789
H -0.790 -2.581 -9.340
H -2.190 -3.533 -7.325
H -4.668 -2.282 -7.598
H -4.563 -0.771 -9.520
H -2.475 -0.664 -10.644
C -5.520 5.842 3.123
C -4.723 6.511 2.248
C -4.923 5.810 1.019
N -5.716 4.722 1.153
C -6.044 4.748 2.475
H -5.624 6.030 4.182
H -4.009 7.281 2.501
H -4.614 6.064 0.015
H -6.041 4.100 0.427
H -6.719 4.006 2.873
C 2.101 -2.799 7.582
C 2.133 -4.136 8.013
C 1.384 -4.881 7.141
N 0.747 -4.035 6.299
C 1.217 -2.794 6.590
H 2.672 -1.992 8.015
H 2.649 -4.484 8.895
H 1.226 -5.948 7.098
H 0.067 -4.207 5.573
H 0.802 -2.050 5.928
C -4.084 -4.158 2.745
C -4.781 -3.320 3.595
C -4.601 -2.032 3.154
N -3.898 -2.013 2.041
C -3.470 -3.300 1.766
H -4.017 -5.230 2.862
H -5.375 -3.711 4.408
H -4.941 -1.098 3.575
H -3.758 -1.152 1.533
H -2.850 -3.466 0.898
Br 7.351 2.033 -3.657
C 5.429 1.488 -3.331
C 4.515 2.151 -4.358
Br 4.443 0.989 -5.988
H 5.324 1.755 -2.279
H 5.352 0.413 -3.496
H 4.904 3.156 -4.525
H 3.494 2.284 -4.000
Br 0.784 -9.176 -4.133
C 1.047 -7.870 -2.664
C 1.544 -8.574 -1.378
Br 1.643 -7.142 0.013
H 0.084 -7.384 -2.504
H 1.718 -7.086 -3.014
H 2.496 -9.103 -1.418
H 0.883 -9.372 -1.040
Br 2.221 9.022 2.176
C 2.703 8.556 0.270
C 1.746 9.233 -0.632
Br 2.229 8.819 -2.554
H 2.689 7.477 0.119
H 3.728 8.897 0.124
H 1.518 10.288 -0.483
H 0.744 8.805 -0.591
Br 7.801 5.586 2.586
C 8.094 4.274 4.063
C 7.559 2.915 3.582
Br 5.559 2.883 3.401
H 7.528 4.683 4.901
H 9.161 4.298 4.283
H 7.862 2.190 4.337
H 7.977 2.603 2.625

As for the largest force on an atom: 0.0784 Eh/bohr. Its spin multiplicity is 1. Its charge is 0. The calculation puts the relative energy (zero: lowest compared OMol25 entry of this formula, charge and spin) at 0.000 eV. The highest occupied orbital energy is -7.984 eV. Its LUMO energy is -0.01 eV. As for the electronic energy: -22377.58196 hartree.

=====

The following is a quantum chemistry calculation of a structure of composition C36H51BrCaN3OP2 at a distorted geometry, from the OMol25 dataset.

CARTESIAN COORDINATES (ANGSTROEM)
C 1.963 -1.998 -0.793
C 1.985 0.192 -1.554
C 2.946 -2.340 -1.730
C 2.649 -0.202 -2.742
C 3.248 -1.459 -2.756
H 3.326 -3.362 -1.707
H 2.875 0.583 -3.462
H 3.966 -1.740 -3.530
N 1.498 -0.739 -0.660
P -0.216 -2.973 0.855
P 1.182 2.406 0.101
C 1.482 -3.138 0.117
H 1.523 -4.077 -0.465
H 2.212 -3.271 0.935
C 1.789 1.619 -1.389
H 1.445 2.110 -2.315
C -0.240 3.854 -0.228
C 2.985 3.084 0.120
C -1.313 -3.815 -0.498
C 0.022 -3.890 2.494
C -1.613 3.485 0.384
H -1.556 3.292 1.464
H -2.321 4.333 0.261
H -2.071 2.612 -0.106
C 0.195 5.152 0.454
H 0.311 5.021 1.536
H 1.125 5.559 0.058
H -0.573 5.927 0.313
C -0.472 4.035 -1.735
H -1.220 4.835 -1.915
H 0.442 4.324 -2.267
H -0.879 3.125 -2.205
C 3.208 3.772 1.461
H 3.037 3.062 2.292
H 4.265 4.088 1.473
H 2.573 4.664 1.596
C 3.969 1.889 -0.006
H 3.640 1.043 0.614
H 4.071 1.541 -1.047
H 4.967 2.197 0.333
C 3.120 3.996 -1.104
H 2.603 3.577 -1.984
H 2.743 5.016 -0.954
H 4.181 4.035 -1.386
C -1.335 -3.892 3.238
H -1.176 -4.282 4.255
H -1.743 -2.871 3.325
H -2.085 -4.528 2.745
C 1.037 -3.127 3.364
H 2.044 -3.095 2.932
H 0.711 -2.095 3.570
H 1.116 -3.644 4.335
C 0.512 -5.327 2.245
H 0.841 -5.758 3.201
H -0.281 -5.972 1.849
H 1.370 -5.367 1.562
C -1.087 -3.056 -1.826
H -1.894 -3.320 -2.535
H -1.130 -1.966 -1.688
H -0.130 -3.321 -2.299
C -2.786 -3.610 -0.080
H -3.029 -2.541 0.083
H -3.440 -3.982 -0.892
H -3.039 -4.160 0.841
C -1.018 -5.302 -0.698
H 0.049 -5.519 -0.794
H -1.426 -5.914 0.112
H -1.501 -5.633 -1.629
Ca -0.311 -0.004 0.855
C 2.061 0.563 2.330
O 3.009 0.441 2.990
N -1.755 0.273 -0.931
C -2.295 0.371 -2.008
C -2.373 0.746 -3.403
C -3.654 0.740 -3.989
C -1.207 1.089 -4.197
C -3.763 0.872 -5.384
H -4.537 0.560 -3.339
C -1.335 1.234 -5.594
H -0.190 1.218 -3.768
C -2.614 1.110 -6.152
H -4.759 0.717 -5.832
H -0.450 1.398 -6.231
H -2.716 1.170 -7.238
Br -4.857 0.174 5.204
C -3.145 0.809 4.628
C -2.485 1.782 5.372
C -1.250 2.226 4.913
C -0.700 1.673 3.756
N -1.327 0.714 3.041
C -2.553 0.283 3.462
H -2.940 2.166 6.286
H -0.713 3.003 5.434
H 0.271 2.012 3.380
H -3.067 -0.476 2.878

As for the largest force on an atom: 0.1260 Eh/bohr. Its spin multiplicity is 1. Its charge is +1. The calculation puts the relative energy (zero: lowest compared OMol25 entry of this formula, charge and spin) at 2.337 eV. The highest occupied orbital energy is -8.057 eV. Its LUMO energy is -2.86 eV. As for the electronic energy: -5575.99719 hartree.

=====

The following is a quantum chemistry calculation of a structure of composition C36H52BrCuN3OP2 at a distorted geometry, from the OMol25 dataset.

CARTESIAN COORDINATES (ANGSTROEM)
N 2.091 5.230 2.572
C 2.388 3.989 2.966
C 2.435 2.915 2.068
C 2.249 3.173 0.687
C 1.899 4.490 0.313
C 1.851 5.485 1.290
C 2.413 2.159 -0.329
Cu -0.610 -0.029 -0.506
P -0.619 -1.463 -2.065
C 2.044 2.345 -1.629
C 2.328 1.428 -2.699
C 1.886 1.714 -4.013
C 2.073 0.796 -5.037
C 2.548 -0.466 -4.668
C 3.181 -0.728 -3.455
C 3.021 0.218 -2.447
Br 2.120 -1.989 -5.810
H 2.796 1.199 0.024
H 1.434 3.204 -1.895
H 2.594 1.901 2.429
H 1.663 4.752 -0.713
H 2.581 3.820 4.031
H 1.597 6.508 0.995
H 1.359 2.649 -4.206
H 3.380 -0.005 -1.447
H 1.786 1.006 -6.068
H 3.721 -1.658 -3.278
P -1.901 1.739 -0.431
C 0.712 -2.659 -1.684
C 1.086 -3.671 -2.756
H 0.444 -3.176 -0.750
H 1.587 -2.035 -1.442
H 1.842 -4.367 -2.367
H 0.236 -4.280 -3.086
H 1.528 -3.183 -3.634
C -0.629 -1.087 -3.837
C -1.351 -2.038 -4.790
H 0.417 -1.017 -4.149
H -1.029 -0.068 -3.939
H -1.216 -1.696 -5.825
H -0.952 -3.060 -4.756
H -2.426 -2.060 -4.587
C -2.234 -2.197 -1.615
C -2.441 -3.665 -1.933
H -3.019 -1.580 -2.074
H -2.321 -2.037 -0.529
H -3.436 -3.967 -1.580
H -2.403 -3.865 -3.010
H -1.704 -4.297 -1.423
C -3.207 1.353 0.808
C -3.861 -0.014 0.647
H -3.951 2.166 0.764
H -2.687 1.407 1.779
H -4.794 -0.044 1.222
H -4.103 -0.247 -0.398
H -3.214 -0.813 1.030
C -2.864 2.036 -1.977
C -2.055 2.722 -3.076
H -3.743 2.637 -1.693
H -3.219 1.048 -2.306
H -2.665 2.813 -3.982
H -1.756 3.736 -2.783
H -1.151 2.159 -3.341
C -1.517 3.470 0.064
C -1.358 3.722 1.565
H -2.325 4.112 -0.335
H -0.587 3.740 -0.460
H -1.091 4.775 1.723
H -2.288 3.528 2.112
H -0.559 3.115 2.010
C 1.892 -2.294 5.250
N 1.883 -1.775 3.892
N 0.769 -1.508 3.185
C 1.109 -0.990 1.951
O 0.222 -0.549 1.172
C 2.540 -1.007 1.925
C 2.961 -1.457 3.154
C 4.324 -1.583 3.709
C -0.554 -1.726 3.658
C -0.942 -1.268 4.915
C -2.237 -1.498 5.375
C -3.147 -2.205 4.588
C -2.763 -2.636 3.312
C -1.474 -2.391 2.843
H 0.904 -2.637 5.555
H 2.221 -1.493 5.926
H 2.594 -3.136 5.295
H 3.152 -0.667 1.099
H 4.455 -0.955 4.605
H 4.584 -2.628 3.939
H 5.043 -1.233 2.961
H -0.220 -0.740 5.539
H -2.530 -1.115 6.352
H -4.151 -2.407 4.962
H -3.477 -3.160 2.684
H -1.159 -2.744 1.864

As for the largest force on an atom: 0.0560 Eh/bohr. Its spin multiplicity is 2. Its charge is +2. The calculation puts the relative energy (zero: lowest compared OMol25 entry of this formula, charge and spin) at 0.000 eV. The highest occupied orbital energy (spin up / spin down) is -12.741 / -12.738 eV. Its LUMO energy (spin up / spin down) is -5.10 / -8.40 eV. As for the electronic energy: -6539.15303 hartree.

=====

The following is a quantum chemistry calculation of a structure of composition C36H52CaN3OP2S at a distorted geometry, from the OMol25 dataset.

CARTESIAN COORDINATES (ANGSTROEM)
C -1.261 -1.522 -2.059
C 0.764 -2.538 -1.379
C -1.433 -2.449 -3.086
C 0.522 -3.596 -2.296
C -0.555 -3.531 -3.164
H -2.284 -2.328 -3.756
H 1.248 -4.412 -2.315
H -0.729 -4.310 -3.902
N -0.188 -1.537 -1.241
P -2.698 -0.092 -0.053
P 2.593 -1.016 0.115
C -2.356 -0.442 -1.839
H -2.059 0.493 -2.347
H -3.289 -0.766 -2.324
C 1.974 -2.481 -0.609
H 2.544 -3.407 -0.498
C 3.626 -0.075 -1.182
C 3.501 -1.472 1.713
C -3.557 1.606 0.062
C -3.759 -1.594 0.396
C 3.641 1.411 -0.749
H 4.230 1.570 0.164
H 4.088 2.013 -1.555
H 2.627 1.796 -0.573
C 5.055 -0.627 -1.260
H 5.628 -0.450 -0.339
H 5.065 -1.700 -1.497
H 5.581 -0.101 -2.072
C 2.970 -0.175 -2.572
H 3.462 0.539 -3.255
H 3.071 -1.176 -3.008
H 1.907 0.088 -2.542
C 4.172 -0.204 2.272
H 3.445 0.616 2.388
H 4.576 -0.432 3.270
H 5.007 0.148 1.653
C 2.493 -1.960 2.775
H 1.815 -1.158 3.097
H 1.893 -2.813 2.433
H 3.058 -2.279 3.666
C 4.519 -2.582 1.458
H 5.289 -2.300 0.732
H 5.025 -2.798 2.410
H 4.036 -3.506 1.120
C -4.221 -1.414 1.851
H -4.754 -2.326 2.159
H -3.365 -1.287 2.532
H -4.914 -0.571 1.971
C -2.877 -2.857 0.317
H -2.648 -3.136 -0.718
H -1.937 -2.740 0.871
H -3.427 -3.695 0.773
C -4.959 -1.793 -0.529
H -5.529 -2.653 -0.150
H -5.637 -0.934 -0.541
H -4.663 -2.029 -1.558
C -2.790 2.670 -0.746
H -2.748 2.443 -1.817
H -3.321 3.629 -0.636
H -1.766 2.824 -0.386
C -3.541 2.048 1.540
H -2.513 2.156 1.925
H -4.030 3.032 1.615
H -4.090 1.357 2.195
C -4.991 1.528 -0.462
H -5.029 1.155 -1.495
H -5.643 0.920 0.179
H -5.409 2.546 -0.465
Ca 0.037 0.131 0.538
C -0.917 -1.547 2.653
O -0.994 -2.290 3.540
N 0.281 1.558 -1.248
C 0.407 2.172 -2.248
C 0.546 2.965 -3.408
C 0.315 4.352 -3.347
C 0.906 2.366 -4.631
C 0.484 5.135 -4.490
H -0.001 4.792 -2.394
C 1.087 3.160 -5.765
H 1.030 1.278 -4.666
C 0.880 4.545 -5.699
H 0.305 6.209 -4.436
H 1.388 2.688 -6.700
H 1.021 5.163 -6.594
S 0.281 2.062 2.478
C 0.294 1.330 4.019
N -0.887 0.800 4.502
C -0.958 0.084 5.665
C 0.162 -0.034 6.457
C 1.379 0.504 6.011
C 1.434 1.210 4.816
H -1.724 0.913 3.932
H -1.926 -0.357 5.880
H 0.091 -0.560 7.411
H 2.282 0.367 6.602
H 2.342 1.679 4.442

As for the largest force on an atom: 0.0888 Eh/bohr. Its spin multiplicity is 1. Its charge is +1. The calculation puts the relative energy (zero: lowest compared OMol25 entry of this formula, charge and spin) at 0.000 eV. The highest occupied orbital energy is -8.003 eV. Its LUMO energy is -3.19 eV. As for the electronic energy: -3400.86639 hartree.